{
  "formula": "C36H85N6O8Tl",
  "method": "ωB97M-V/def2-TZVPD",
  "species": ["Tl", "C", "C", "O", "O", "H", "H", "H", "C", "C", "C", "O", "C", "N", "H", "H", "H", "H", "H", "H", "H", "H", "H", "H", "H", "C", "C", "C", "O", "C", "N", "H", "H", "H", "H", "H", "H", "H", "H", "H", "H", "H", "C", "C", "C", "O", "C", "N", "H", "H", "H", "H", "H", "H", "H", "H", "H", "H", "H", "C", "C", "C", "O", "C", "N", "H", "H", "H", "H", "H", "H", "H", "H", "H", "H", "H", "C", "C", "C", "C", "C", "C", "N", "O", "C", "C", "C", "H", "H", "H", "H", "H", "H", "H", "H", "H", "H", "H", "H", "H", "H", "H", "H", "H", "H", "H", "C", "C", "C", "C", "C", "C", "N", "O", "C", "C", "C", "H", "H", "H", "H", "H", "H", "H", "H", "H", "H", "H", "H", "H", "H", "H", "H", "H", "H", "H"],
  "positions_angstrom": [[-4.484, 2.441, -22.606], [-1.818, -1.849, -22.618], [-2.155, -0.363, -22.442], [-1.592, 0.449, -23.181], [-3.140, -0.028, -21.712], [-2.451, -2.266, -23.404], [-1.786, -2.445, -21.710], [-0.787, -1.890, -22.989], [-4.663, -1.630, -25.863], [-5.193, -0.461, -25.025], [-5.896, -0.905, -23.723], [-6.368, 0.197, -23.005], [-7.689, 0.568, -23.328], [-4.078, 0.490, -24.789], [-3.734, -2.023, -25.454], [-4.535, -1.445, -26.930], [-5.483, -2.362, -25.844], [-5.928, 0.102, -25.609], [-5.128, -1.422, -23.141], [-6.676, -1.635, -23.956], [-8.142, 1.083, -22.476], [-8.336, -0.317, -23.384], [-7.862, 1.178, -24.216], [-3.758, 0.640, -25.747], [-3.259, 0.041, -24.388], [-3.915, 1.068, -18.561], [-5.187, 1.854, -18.889], [-5.015, 3.354, -18.811], [-4.380, 3.803, -19.985], [-4.048, 5.177, -19.948], [-5.776, 1.298, -20.108], [-3.200, 1.232, -19.371], [-4.114, 0.000, -18.566], [-3.479, 1.436, -17.635], [-5.925, 1.640, -18.098], [-4.468, 3.586, -17.891], [-5.997, 3.851, -18.766], [-3.436, 5.407, -20.822], [-3.481, 5.440, -19.053], [-4.914, 5.840, -20.046], [-6.692, 1.720, -20.263], [-6.001, 0.315, -20.016], [3.010, -1.560, -26.392], [2.183, -0.602, -25.521], [2.279, -0.937, -24.064], [1.330, -0.165, -23.311], [1.521, -0.236, -21.924], [2.510, 0.795, -25.737], [2.637, -2.577, -26.259], [4.051, -1.536, -26.062], [2.924, -1.222, -27.422], [1.138, -0.824, -25.785], [3.251, -0.665, -23.623], [1.988, -1.968, -23.811], [0.930, 0.530, -21.416], [2.558, 0.022, -21.693], [1.139, -1.183, -21.522], [2.670, 0.983, -26.720], [3.349, 1.021, -25.210], [-0.663, -0.087, -18.834], [-0.956, -1.593, -18.851], [-0.704, -2.176, -17.447], [0.657, -2.087, -17.156], [0.989, -2.707, -15.935], [-2.344, -1.808, -19.220], [-1.030, 0.441, -17.956], [-0.963, 0.260, -19.827], [0.411, 0.117, -18.798], [-0.193, -1.992, -19.530], [-1.044, -3.223, -17.487], [-1.328, -1.645, -16.718], [0.651, -2.132, -15.068], [2.066, -2.861, -15.899], [0.564, -3.717, -15.861], [-2.544, -2.595, -19.832], [-2.781, -1.058, -19.749], [-3.188, -4.917, -25.800], [-2.689, -6.300, -25.396], [-2.551, -7.152, -26.646], [-1.667, -8.370, -26.489], [-0.302, -7.959, -25.947], [-0.311, -7.098, -24.676], [-1.372, -6.090, -24.794], [-1.457, -5.365, -23.592], [-0.561, -8.007, -23.460], [1.018, -6.373, -24.530], [-3.713, -6.974, -24.460], [-3.143, -4.128, -25.046], [-4.209, -4.918, -26.188], [-2.623, -4.490, -26.636], [-3.506, -7.527, -27.020], [-2.165, -6.535, -27.465], [-1.624, -9.016, -27.361], [-2.015, -9.051, -25.700], [0.328, -7.529, -26.735], [0.286, -8.842, -25.677], [-0.594, -7.417, -22.540], [-1.462, -8.619, -23.410], [0.280, -8.689, -23.318], [1.920, -6.980, -24.589], [1.114, -5.692, -25.383], [1.040, -5.764, -23.627], [-3.389, -7.992, -24.252], [-4.727, -6.930, -24.846], [-3.696, -6.457, -23.496], [-1.464, -4.449, -23.914], [-4.678, -6.642, -18.990], [-3.965, -5.492, -19.702], [-3.955, -5.816, -21.214], [-5.247, -5.494, -21.948], [-5.590, -4.027, -21.690], [-5.657, -3.665, -20.198], [-4.470, -4.167, -19.506], [-4.410, -3.760, -18.195], [-5.683, -2.127, -20.157], [-6.948, -4.239, -19.617], [-2.482, -5.517, -19.245], [-4.894, -6.460, -17.934], [-5.675, -6.920, -19.358], [-4.234, -7.639, -19.051], [-3.193, -5.234, -21.749], [-3.635, -6.843, -21.396], [-5.131, -5.614, -23.027], [-6.126, -6.082, -21.671], [-6.529, -3.803, -22.203], [-4.888, -3.397, -22.247], [-5.654, -1.750, -19.126], [-6.714, -1.814, -20.365], [-4.988, -1.538, -20.756], [-7.108, -3.863, -18.605], [-6.933, -5.324, -19.534], [-7.822, -4.040, -20.236], [-1.885, -4.719, -19.686], [-2.434, -5.502, -18.156], [-2.006, -6.459, -19.523], [-3.689, -3.093, -18.167]],
  "mulliken_charge": [1.0028, 1.2655, 0.0910, -0.6179, -0.5712, -1.1436, 0.1498, 0.3188, -1.4471, 0.2962, 0.1560, 0.0135, -0.9740, -0.3592, 0.2200, 0.4497, 0.3831, 0.4624, -1.0645, 0.7599, 0.2782, 0.3354, 0.2990, 0.3282, 0.0250, -0.9436, 0.3186, -1.1273, -0.1886, -0.8739, -0.2016, 0.1389, 0.1077, 0.5138, 0.3440, 0.4165, 0.4741, 0.2459, 0.3117, 0.3401, 0.3296, -0.2608, -1.3058, 0.5373, -0.8129, -0.2121, -0.9307, -0.5095, 0.2278, 0.3376, 0.4115, 0.1224, 0.4585, 0.2685, 0.1602, 0.5414, 0.3428, 0.2999, 0.2688, -1.4924, 0.7929, -0.6680, -0.3515, -0.7376, 1.4939, 0.2912, 0.2835, 0.4279, -0.0786, 0.2458, 0.3955, 0.3018, 0.2723, 0.2997, -0.6405, -0.7810, -2.2386, 2.2939, -1.1976, -0.7275, -1.3440, 1.4610, 0.3380, 0.0613, -1.6625, -2.0086, -1.3692, 0.0163, 0.4903, 0.5511, 0.4695, 0.3894, 0.4598, 0.3271, 0.3879, 0.5010, 0.3170, 0.3446, 0.4987, 0.4311, 0.5040, 0.3294, 0.4178, 0.6120, -0.5113, 0.2402, -1.8437, 1.8760, -1.6466, -1.0142, -0.3348, 1.3638, 1.1972, -0.5024, -2.0755, -1.8322, -1.9120, 0.4465, 0.3411, 0.4144, 0.1838, 0.9043, 0.4393, 0.4605, 0.8346, -0.7628, 0.6973, 0.7251, 0.1330, 0.4269, 0.3478, 0.4009, 0.1003, 0.5046, 0.5145, 0.3677],
  "homo_ev": -12.76,
  "homo_lumo_gap_ev": 1.89,
  "charge": 2,
  "e_tot_ev": -68701.4805
}